A 2-piece molecular cluster, C6H7NO6 overall in a non-equilibrium geometry, computed with ωB97M-V/def2-TZVPD.

The value obtained for the largest force on an atom is 4.5 eV/A. The relative energy (zero: lowest compared OMol25 entry of this formula, charge and spin) is 24.3 kJ/mol. The HOMO energy (spin up / spin down) is -8.16 / -8.39 eV. For the HOMO-LUMO gap (spin up / spin down), the calculation gives 7.02 / 7.91 eV.

The geometry in ORCA input format:
```
! wB97M-V def2-TZVPD RIJCOSX def2/J DEFGRID3
* xyz 0 1
N -1.1708 -0.8975 0.7373
O -1.1308 1.6746 -3.5512
O -1.4774 0.2269 0.4375
C -0.5992 -0.1633 -2.2043
C -0.4892 1.2086 -2.4985
C 0.1118 2.1867 -1.5331
C 0.4896 -0.8065 3.1001
C 1.6923 -1.2922 2.5244
C 0.0800 -0.7652 -1.2140
O -0.5547 -1.5975 -0.2325
O 2.6623 -0.5621 2.2502
O 0.8202 1.9068 -0.5611
O -0.4780 -1.6530 3.4013
H -1.2002 -0.7898 -2.8972
H -0.5177 2.2202 -4.0900
H -0.1778 3.2589 -1.7292
H 0.3743 0.2609 3.2979
H 1.6899 -2.3838 2.3262
H 1.1835 -0.8402 -1.2008
H -1.3081 -1.1924 3.6370
*
```